# 1
64
Properties=species:S:1:pos:R:3 method="wB97M-V/def2-TZVPD" homo_energy_ev=-4.4 total_charge=-1 total_energy_ha=-5522.38318 spin_multiplicity=1 orbital_gap_ha=0.2372
N 5.37 -2.37 0.24
H 4.51 -3.83 -1.98
H -4.30 1.54 -0.51
C 1.08 -1.34 -2.50
C 6.10 -3.26 -0.67
H -5.60 -1.12 2.78
H 7.71 -1.80 -0.84
H -3.00 1.41 -1.65
C 5.47 -3.31 -2.07
H 0.02 2.70 -1.95
C -3.33 1.94 -0.76
H 6.92 -2.08 -3.73
H 1.44 1.16 -0.45
H -2.20 0.73 0.66
H 6.09 -3.90 -2.76
C 2.42 1.32 -3.78
N -5.50 1.57 1.93
H 0.51 -2.23 -2.23
N 0.42 2.30 -2.80
C -6.50 -0.63 2.42
O 0.71 -0.31 -1.61
H -1.42 1.48 5.52
H -2.59 0.29 3.88
H 4.41 -2.69 0.33
H 2.15 -1.58 -2.43
H -8.38 -1.69 2.20
H -5.14 0.88 1.27
H -4.06 0.55 4.88
H 2.67 2.18 -4.39
Ga -3.92 2.28 2.83
H -6.53 -0.75 1.35
H 6.04 -4.28 -0.26
O 5.16 -2.05 -2.62
H 5.28 -1.47 -0.23
C -2.28 1.75 0.32
C -3.24 1.03 4.35
O -2.91 2.68 6.00
H 1.77 0.68 -4.37
Br -0.68 2.67 2.47
H -4.37 3.65 3.55
H -7.38 1.31 2.79
H 6.79 -0.77 -2.52
H -7.37 -2.33 3.44
H 8.12 -3.40 -1.45
C 7.57 -2.87 -0.67
C -6.40 0.82 2.84
H 8.03 -3.10 0.29
C 1.75 1.77 -2.48
C -2.48 1.78 5.35
C 1.70 0.68 -1.40
H 3.35 0.77 -3.57
H -3.46 2.99 -1.01
C 6.24 -1.38 -3.24
H 2.35 2.59 -2.08
C -2.42 2.71 1.48
H -2.51 3.73 1.15
H -1.31 1.95 -0.15
H -8.26 -0.83 3.76
H 0.82 -1.08 -3.53
H -6.07 0.92 3.87
H 2.69 0.22 -1.26
H -0.18 1.51 -3.00
C -7.72 -1.39 3.01
H 5.83 -0.71 -4.00

# 2
72
Properties=species:S:1:pos:R:3 method="wB97M-V/def2-TZVPD" smiles="Cc1ccccc1NC(=O)Nc1ccc(CC(=O)N2CCOC[C@H]2C(=O)N2CCC(CC(=O)O)CC2)cc1" homo_energy_ev=-8.4 total_charge=0 relative_energy_ev=0.944 total_energy_ha=-1757.95758 spin_multiplicity=1 orbital_gap_ha=0.3312
C -6.51 -1.87 -1.34
H -6.76 3.45 -0.69
H 3.96 1.03 2.15
C 6.19 1.22 -0.85
H 6.65 1.49 1.87
H -5.48 -2.21 -1.30
H -3.65 0.97 -0.26
H 0.52 -0.85 -0.64
N 3.93 1.08 0.04
H 0.80 1.07 2.78
C 0.20 1.29 1.90
C -7.41 1.78 -1.85
H 3.23 -3.40 -2.29
C 4.77 0.63 -1.07
C -6.72 2.38 -0.83
N -5.15 -0.55 0.78
N 3.70 -1.55 -1.47
C -3.89 -0.32 1.26
C 3.66 -2.99 -1.37
H -7.89 -0.07 -2.82
C 4.62 0.91 1.30
O -3.47 -0.98 2.21
H 2.13 3.65 0.74
O -1.42 -2.17 0.05
H -6.95 -2.16 -2.29
H 6.86 0.44 -0.47
C -5.97 1.62 0.05
O 5.84 -1.50 -0.79
H -5.59 -1.38 1.15
C -1.09 0.80 1.84
O 6.15 2.32 0.04
O -1.24 -2.40 2.26
H -1.96 2.05 -1.18
H 1.97 -1.45 -2.58
H 2.59 2.40 1.89
H 4.68 -3.36 -1.25
H 2.44 0.09 -1.87
C 2.79 -3.40 -0.17
C 1.50 -1.27 -0.48
H 3.28 -3.05 0.74
C 2.94 1.97 -0.23
N -3.20 0.63 0.58
H 0.34 2.91 -1.05
C 5.79 1.93 1.34
C 0.60 -3.10 1.01
C 4.82 -0.91 -1.09
C 0.74 2.05 0.87
C -5.89 0.23 -0.12
H 0.49 -4.18 1.11
H -5.45 2.08 0.87
C -6.59 -0.39 -1.16
H 4.34 1.02 -1.99
C -0.06 2.32 -0.23
C -7.35 0.40 -2.01
O 2.62 2.22 -1.39
H -7.06 -2.39 -0.55
C 2.15 2.58 0.92
H 1.13 -2.74 1.89
H -8.01 2.37 -2.53
C 1.39 -2.78 -0.26
H 6.59 1.60 -1.79
H 1.93 -0.80 0.41
H 0.87 -3.21 -1.12
H -1.49 0.23 2.66
C -1.35 1.83 -0.31
H 5.02 -0.11 1.31
H 2.73 -4.48 -0.12
C -0.79 -2.51 1.03
C -1.88 1.06 0.72
H -2.12 -1.94 2.29
C 2.39 -0.98 -1.69
H 5.49 2.85 1.84

# 3
19
Properties=species:S:1:pos:R:3 method="wB97M-V/def2-TZVPD" smiles=CCC.CC homo_energy_ev=-11.4 total_charge=0 relative_energy_ev=0.371 total_energy_ha=-198.87551 spin_multiplicity=1 orbital_gap_ha=0.4603
H 1.76 2.96 -0.94
C 0.16 -2.13 1.13
H 0.69 -1.36 1.68
H 1.61 0.63 -0.83
C 0.92 2.57 -0.36
H 0.40 0.97 -2.80
H -2.04 -2.51 0.97
H 0.23 0.55 0.19
H -0.77 -0.01 -1.92
C 0.64 1.09 -0.65
H -1.32 -2.93 2.52
H -1.63 -1.22 1.94
H -0.96 1.73 -1.98
C -1.26 -2.23 1.69
H 1.09 2.72 0.71
C -0.23 0.93 -1.90
H 0.59 -3.12 1.03
H 0.02 3.17 -0.56
H 0.08 -1.81 0.09

# 4
63
Properties=species:S:1:pos:R:3 method="wB97M-V/def2-TZVPD" s_squared=2.009 homo_energy_ev="-7.5 / -7.6" total_charge=0 relative_energy_ev=0.000 total_energy_ha=-6410.25359 spin_multiplicity=3 orbital_gap_ha="0.2764 / 0.2608"
C 14.46 11.81 9.94
C 7.57 12.24 10.18
H 7.00 9.07 9.97
N 8.75 11.73 9.61
S 9.67 14.52 8.21
N 9.24 10.80 5.16
C 11.21 7.92 7.60
C 11.88 17.66 9.57
S 12.49 18.66 10.72
H 12.12 6.68 9.20
Cl 13.21 13.03 14.06
C 15.41 11.69 10.96
Cl 17.03 11.38 10.62
H 12.35 17.13 5.69
H 11.81 7.53 6.75
H 10.45 7.92 13.25
Ni 10.34 12.66 8.96
H 12.85 18.80 3.82
H 9.77 9.01 11.96
N 10.54 12.74 5.40
N 11.89 17.67 8.18
H 12.97 21.17 4.38
O 12.18 12.06 9.20
C 12.63 19.94 7.56
H 12.90 21.89 6.77
N 7.38 10.03 10.00
C 12.71 19.13 4.88
C 12.80 20.84 6.56
C 12.49 18.22 5.89
Cl 14.94 11.62 8.32
H 12.87 8.33 9.00
Cl 16.00 11.75 13.57
C 11.22 7.64 11.22
H 8.73 10.03 5.58
H 10.99 8.98 7.40
N 11.26 16.56 7.59
H 12.62 20.22 8.62
C 6.71 11.19 10.37
C 12.37 18.60 7.25
S 11.23 16.15 10.11
Cl 10.99 12.62 11.90
C 14.95 11.96 12.26
H 9.40 9.73 9.22
C 10.81 15.76 8.49
H 7.38 13.31 10.31
C 8.61 10.40 9.57
C 12.66 12.40 11.52
O 11.04 8.32 9.95
O 10.02 11.36 7.18
H 9.11 11.03 4.20
H 5.72 11.22 10.76
C 13.07 12.13 10.17
H 10.23 7.39 7.54
C 12.81 20.47 5.20
H 11.13 13.34 5.99
H 11.38 9.26 12.60
C 10.65 8.49 12.31
C 9.96 11.63 5.97
H 10.57 12.94 4.40
H 12.32 7.53 11.34
H 10.77 6.64 11.13
C 13.63 12.44 12.51
C 11.90 7.75 8.95

# 5
123
Properties=species:S:1:pos:R:3 method="wB97M-V/def2-TZVPD" smiles="CCN(CC[Si@@](O)(CN)[PH2]=S)C(C)=O.CCOCC.CCOCC.CCOCC.CCOCC.CCOCC.CCOCC" homo_energy_ev=-8.0 total_charge=0 total_energy_ha=-2968.93216 spin_multiplicity=1 orbital_gap_ha=0.3136
H -12.24 -1.54 5.73
C -5.72 0.49 1.95
H -8.66 0.21 5.25
H -1.10 0.36 2.41
H 5.44 -4.13 -1.76
H 0.98 4.42 1.99
H -10.60 -5.25 6.30
H -6.93 4.34 1.73
H 9.86 -6.52 -1.90
N -1.85 1.04 2.52
H -5.60 -1.04 3.48
H -5.29 3.75 2.00
C 9.98 -5.24 -3.64
C 2.46 2.79 2.01
H 6.96 -1.82 -3.37
H 3.33 0.92 -4.23
H -2.51 3.38 -0.84
H -5.97 6.47 0.76
H -10.85 -3.97 4.48
O 10.11 -4.02 -2.95
H -12.43 -3.20 6.30
H 6.35 -4.23 -3.80
H -4.13 -0.12 3.21
O -5.45 0.84 4.37
O -5.22 4.94 -0.43
H 6.38 -3.28 -5.28
H -4.35 5.88 1.09
H 1.64 -1.10 -7.38
C -12.21 -2.59 5.43
H 3.13 0.93 -7.11
O 4.80 0.99 2.16
H -7.22 -0.65 5.82
H 10.52 -5.21 -4.60
H -0.82 2.78 3.27
H 0.85 0.84 -4.23
C 10.41 -6.46 -2.84
C 3.95 0.47 -0.01
H -8.34 5.00 -1.75
C 5.92 -2.11 -3.54
H -10.56 -3.04 7.52
H -6.77 1.79 5.51
H 11.78 -4.38 -1.78
H 7.24 -1.98 -0.52
H 2.13 1.78 2.25
H 5.23 4.35 -0.66
H -0.24 0.44 0.17
C -5.21 -0.03 3.28
C -7.65 -0.10 4.98
H -6.81 3.60 -0.39
C -6.41 4.42 -1.00
H 3.15 0.84 -0.65
H -2.18 3.08 2.18
H 1.73 4.07 0.43
H -7.86 5.90 -0.32
O 5.20 -2.15 -2.32
H 2.74 -0.68 -3.75
C 1.41 0.40 -5.06
H 6.53 4.29 0.53
H 11.48 -6.44 -2.61
C 12.41 -3.52 -3.66
O -9.76 -2.65 5.65
H 5.90 2.79 -0.16
H 2.77 3.25 2.95
C -10.86 -2.93 4.81
H -0.94 4.88 -0.72
H -7.26 1.69 3.83
O 0.42 1.06 0.49
C 1.50 -0.19 -7.98
C 2.05 1.04 -7.28
H -2.21 0.90 3.46
C 5.62 3.79 0.19
C -9.73 -3.34 6.89
H -5.90 5.17 2.88
C 4.60 3.72 1.32
N 3.60 2.67 1.08
H -7.73 -0.78 4.13
C 11.41 -3.67 -2.53
C -1.33 2.41 2.37
H 5.10 3.57 2.29
C 1.34 3.61 1.34
C 5.62 -3.12 -1.38
C 2.80 0.03 -4.58
H 10.22 -7.37 -3.42
H 1.93 1.91 -7.92
C -6.81 1.12 4.65
H 8.92 -5.32 -3.88
H -6.09 3.98 -1.95
C 7.07 -2.97 -0.94
C -5.91 4.65 1.92
C 4.18 1.35 1.18
H 4.96 -2.99 -0.52
H 0.86 -0.50 -5.37
C -9.69 -4.86 6.75
H 12.06 -2.79 -4.39
H -9.60 -5.31 7.74
H -8.81 -3.00 7.37
Si -0.13 2.55 0.93
H 11.29 -2.71 -2.02
H 2.02 -0.34 -8.92
H 5.45 -1.31 -4.11
H 12.59 -4.47 -4.18
H -6.81 0.59 1.92
C 5.87 -3.41 -4.33
H -13.00 -2.76 4.70
H -5.28 1.47 1.75
O 1.38 1.38 -6.08
H 4.05 4.67 1.38
S -0.26 2.80 -2.53
P -1.11 3.50 -0.91
H 7.31 -3.72 -0.18
H 3.70 -0.54 0.33
C -7.49 5.46 -1.24
H -5.43 -0.19 1.14
H -8.84 -5.17 6.15
H -7.11 6.26 -1.88
H 3.40 -0.44 -5.37
H 0.44 -0.07 -8.18
C -5.36 5.56 0.84
H 7.76 -3.12 -1.77
H 4.87 0.38 -0.60
H -10.70 -2.31 3.93
H 4.83 -3.70 -4.53
H 13.37 -3.19 -3.26

# 6
84
Properties=species:S:1:pos:R:3 method="wB97M-V/def2-TZVPD" s_squared=0.755 homo_energy_ev="-13.9 / -13.9" total_charge=+2 total_energy_ha=-7942.63410 spin_multiplicity=2 orbital_gap_ha="0.3073 / 0.1985"
H -4.79 3.08 -0.77
H -3.22 4.22 -2.87
H -1.23 0.86 -5.38
C -2.55 3.81 -3.63
H 2.04 -0.43 -2.28
H -3.97 1.44 -5.06
Si -2.27 1.97 -3.44
C -2.03 3.26 2.20
H -1.47 5.10 -1.63
C -1.36 -1.78 -3.93
Si 0.20 3.46 -0.75
C -3.87 1.16 -4.00
H -1.55 4.20 1.94
H 2.09 0.27 4.25
H -3.10 0.06 1.71
H -2.95 -3.23 0.48
N 0.50 0.13 2.06
H -4.96 3.90 0.79
C -5.06 -2.92 0.37
H 0.16 0.78 2.76
Cu -0.01 0.31 -0.06
H 0.66 3.40 1.71
C -3.43 -1.46 -0.68
H 5.79 -0.76 -0.25
H -4.74 1.58 -3.48
H 5.81 -0.41 2.23
H -4.12 1.19 2.60
C 2.63 0.11 3.32
C 4.04 -0.03 3.36
C -0.84 1.38 -4.50
H 0.82 -2.81 -1.54
C 1.21 3.09 -2.28
C 4.72 -0.61 -0.25
C -0.72 5.07 -0.84
H 4.56 0.04 4.31
H -1.63 4.40 -3.65
C -5.80 -1.01 -0.89
H -3.04 3.97 -4.60
C 0.95 -3.30 -3.62
C 4.06 -0.37 0.97
C 4.73 -0.28 2.21
H -2.27 -1.21 -4.07
H -1.25 -2.31 -6.01
N 1.96 -0.20 -0.25
H -7.12 -2.39 0.09
H 2.11 3.72 -2.19
H -1.18 5.36 0.10
C -6.09 -2.13 -0.12
C -4.23 3.57 0.03
H 1.54 2.06 -2.34
H 0.09 -0.77 2.30
H -0.16 0.69 -4.00
C 1.95 0.02 2.15
H -2.76 3.48 2.99
H 1.83 -3.91 -3.49
H -4.28 0.21 -1.74
H 4.48 -0.85 -2.37
Ge -1.56 -1.17 -1.06
C -0.79 -1.90 -2.67
Ge -1.65 1.56 -1.10
C -3.79 0.90 1.59
H -3.93 0.07 -3.93
H 0.70 3.36 -3.20
H -4.65 0.55 1.03
H 0.81 -3.66 -5.73
H -1.28 2.60 2.65
C 2.66 -0.19 0.94
C 0.37 -3.16 -4.87
C 1.22 3.27 0.79
C 0.37 -2.68 -2.52
C 4.01 -0.65 -1.42
C -4.48 -0.68 -1.16
H 1.97 4.07 0.74
C 2.62 -0.43 -1.37
H -0.69 -1.71 0.11
C -3.74 -2.59 0.09
H -5.28 -3.80 0.96
Si -3.01 2.43 0.85
H -3.75 4.47 -0.38
C -0.79 -2.41 -5.03
H -6.60 -0.39 -1.27
H 0.04 5.82 -1.08
H 1.77 2.33 0.82
H -0.25 2.23 -4.87

# 7
39
Properties=species:S:1:pos:R:3 method="wB97M-V/def2-TZVPD" homo_energy_ev=-7.0 total_charge=0 total_energy_ha=-3560.37109 spin_multiplicity=1 orbital_gap_ha=0.2054
C -5.28 1.74 -7.07
C 0.09 -1.96 -1.55
C 0.18 0.73 2.34
C -1.70 2.85 -3.38
Bi -0.08 0.25 -0.44
H 1.95 1.86 1.49
H 2.09 -1.02 -2.15
C 0.87 1.70 1.56
H -2.33 2.10 0.57
H -3.78 2.89 -2.54
C -1.39 1.81 1.03
H -1.33 -2.82 -0.01
C -4.08 1.06 -6.79
H 0.62 -0.02 2.99
H -1.94 0.12 2.45
C 1.45 -1.46 -1.39
C -0.08 2.40 0.75
H -5.81 1.57 -8.01
C -3.19 2.46 -3.37
H -1.25 2.92 -4.34
H -5.50 3.59 -4.17
H -1.38 3.48 -2.58
H 0.73 -2.45 1.73
C -1.18 0.77 2.01
C -0.35 -2.41 -0.25
C 0.72 -2.23 0.66
H -6.74 3.20 -6.33
C -3.38 1.29 -5.59
C -5.80 2.66 -6.12
C 1.82 -1.68 -0.03
H 0.16 3.19 0.02
H 2.78 -1.36 0.39
C -5.12 2.87 -4.92
O -2.09 1.52 -2.92
C -3.90 2.18 -4.60
H -0.50 -1.91 -2.46
Br 3.15 -0.27 2.42
H -3.67 0.34 -7.51
H -2.46 0.74 -5.38